{
  "formula": "C15H40N8O14",
  "method": "ωB97M-V/def2-TZVPD",
  "charge": 2,
  "e_homo_ev": -8.71,
  "e_tot_ha": -2085.574186,
  "symbols": ["C", "C", "O", "N", "H", "H", "C", "H", "H", "H", "H", "H", "H", "C", "C", "O", "N", "H", "H", "C", "H", "H", "H", "H", "H", "H", "C", "C", "O", "N", "H", "H", "C", "H", "H", "H", "H", "H", "H", "C", "C", "O", "N", "H", "H", "C", "H", "H", "H", "H", "H", "H", "C", "C", "O", "N", "H", "H", "C", "H", "H", "H", "H", "H", "H", "N", "O", "O", "O", "N", "O", "O", "O", "N", "O", "O", "O"],
  "xyz": [[1.37310, 5.30106, 6.88006], [2.36272, 4.20903, 6.85892], [2.90471, 3.91991, 7.92252], [2.72755, 3.59531, 5.45431], [1.87750, 3.12739, 5.17402], [3.15475, 4.15120, 4.72727], [3.83122, 2.44093, 5.65908], [1.84430, 6.14662, 7.38116], [0.49761, 5.15740, 7.51330], [1.09775, 5.62923, 5.87777], [4.21119, 2.18317, 4.67050], [3.54602, 1.51326, 6.15526], [4.65276, 2.94220, 6.17085], [-5.29596, 2.49396, 1.86822], [-5.45768, 4.04183, 1.87291], [-6.58042, 4.60813, 2.01596], [-4.15628, 4.73902, 1.59225], [-3.50954, 4.07963, 2.00092], [-3.93218, 4.96608, 0.63396], [-3.89810, 6.05385, 2.38792], [-5.45349, 2.08358, 2.86565], [-4.28030, 2.14107, 1.68934], [-5.97436, 1.88931, 1.26634], [-3.78510, 5.81809, 3.44610], [-4.75625, 6.69520, 2.18700], [-3.01408, 6.51047, 1.94280], [3.36756, -1.29199, -6.48388], [2.55449, -0.24430, -7.19590], [3.00113, 0.77756, -7.65971], [1.06870, -0.54031, -7.31673], [0.90603, -1.49049, -7.01541], [0.67014, 0.11431, -6.65891], [0.35567, -0.19503, -8.61009], [3.35218, -2.23949, -7.02249], [3.13406, -1.51932, -5.44373], [4.38479, -0.90618, -6.55094], [0.70068, 0.82836, -8.75748], [-0.71397, -0.31637, -8.43908], [0.62517, -0.93992, -9.35883], [-4.37946, -5.33959, -2.15933], [-4.10866, -3.88857, -1.69196], [-4.26266, -3.55979, -0.52386], [-3.56735, -2.93510, -2.72189], [-2.76668, -2.40609, -2.40697], [-3.01138, -3.55400, -3.29457], [-4.62519, -2.08893, -3.57155], [-3.47246, -5.89531, -1.92136], [-4.57807, -5.53952, -3.21227], [-5.08033, -5.88676, -1.52885], [-5.24166, -2.70897, -4.22240], [-4.15870, -1.39121, -4.26701], [-5.20152, -1.40387, -2.94974], [6.87238, -6.53282, 0.82538], [5.53227, -5.75294, 0.83412], [5.13295, -5.04224, -0.05078], [4.68217, -6.00907, 2.11186], [4.19829, -6.89562, 2.11328], [5.36778, -6.16112, 2.83776], [3.79586, -4.75271, 2.31933], [7.67771, -6.09102, 1.41220], [7.28176, -6.59099, -0.18314], [6.61094, -7.52758, 1.18620], [4.53089, -3.97076, 2.51012], [3.15404, -4.91735, 3.18481], [3.07622, -4.39042, 1.58518], [-1.61261, 0.02249, 5.25773], [-1.74797, 1.22926, 5.08425], [-0.51377, -0.37519, 5.50768], [-2.50887, -0.75297, 5.45511], [1.15829, 1.35136, -0.15872], [0.66590, 0.83188, -1.11022], [2.22720, 0.98344, 0.28225], [0.52873, 2.12671, 0.46258], [-2.26776, 4.29968, -4.13042], [-1.96798, 5.14624, -3.38072], [-3.44917, 4.10157, -4.31991], [-1.36509, 3.79436, -4.86500]],
  "forces_ev_per_a": [[-0.5, 1.1, -1.1], [1.4, 0.7, 4.2], [-0.8, -0.6, -4.5], [1.7, -3.3, 2.8], [-0.6, -0.1, -0.8], [-0.5, 0.9, -0.1], [0.4, 1.2, -0.7], [0.4, 0.0, -0.1], [0.0, -0.7, -0.2], [-0.3, 0.0, 0.1], [-0.4, 0.1, -0.1], [-0.8, 0.6, 0.2], [-0.3, -0.1, 0.3], [0.7, 0.3, 0.8], [-6.3, -0.4, -0.5], [6.2, -1.8, -0.6], [0.0, 1.5, 2.6], [0.9, -0.4, -0.6], [-0.2, -0.5, -0.9], [-0.7, -0.2, -0.9], [-0.3, 0.5, 0.4], [0.1, 0.3, -0.5], [-0.2, 0.8, -0.4], [0.0, 0.0, -0.2], [0.0, -0.1, 0.3], [0.0, -0.2, 0.2], [0.4, 0.1, -0.4], [2.1, 1.7, -0.7], [-1.7, -2.2, 0.8], [-0.1, 0.3, -0.3], [-0.2, -0.3, 0.2], [-0.4, 0.2, 0.9], [0.5, -0.5, 0.3], [-0.2, -0.1, -0.2], [-0.4, 0.4, 0.0], [0.0, -0.1, 0.2], [-0.5, -0.1, -0.8], [0.1, 0.5, 0.1], [0.4, 0.5, -0.1], [0.8, 0.3, 0.1], [-1.8, -1.1, 4.2], [0.8, -0.1, -3.9], [-0.6, 0.2, -1.5], [-0.3, 1.4, 1.2], [-0.4, -0.5, -1.3], [0.6, 0.3, -0.1], [0.5, 0.1, -0.1], [-0.1, 0.5, 0.0], [-0.4, 0.8, 0.0], [0.1, -0.5, 0.7], [1.0, -0.3, 0.2], [0.0, -0.7, 0.6], [-1.2, 0.3, 0.0], [1.4, 0.3, -2.7], [0.2, -1.4, 2.5], [-0.6, 1.7, -1.5], [-0.7, -0.4, -0.6], [0.2, 0.6, 0.8], [0.2, 0.0, 1.7], [-0.4, 0.1, 0.5], [-0.5, 0.0, -0.1], [0.5, -0.2, 0.1], [-0.3, 0.1, 0.1], [0.5, -0.1, 0.3], [0.7, -0.9, -1.0], [0.2, 0.7, 2.4], [-1.4, 2.5, -1.5], [5.3, -1.5, -0.1], [-3.9, -1.4, -0.9], [0.8, -1.5, 1.2], [-1.4, -2.4, -4.7], [3.8, -1.1, 0.6], [-3.1, 4.7, 3.0], [1.0, -0.7, -3.7], [2.1, 3.7, 4.6], [-2.9, -2.1, -0.7], [-0.2, -1.2, -0.1]]
}